Record 1
{
  "formula": "C6H26O10Sr",
  "method": "ωB97M-V/def2-TZVPD",
  "de_lowest_kj_mol": 804.9,
  "orbital_gap_ev": 4.6,
  "e_tot_ha": -1026.63682,
  "charge": 2,
  "symbols": ["Sr", "O", "O", "O", "O", "O", "O", "O", "O", "O", "O", "C", "C", "C", "C", "C", "C", "H", "H", "H", "H", "H", "H", "H", "H", "H", "H", "H", "H", "H", "H", "H", "H", "H", "H", "H", "H", "H", "H", "H", "H", "H", "H"],
  "positions_angstrom": [[7.673612, 18.465131, 5.152868], [10.706288, 18.032911, 1.555090], [5.126195, 16.815016, 1.437003], [8.010376, 19.600600, 11.178501], [9.753524, 14.210557, 5.185658], [4.331788, 22.039510, 5.513793], [10.782234, 22.547404, 5.281688], [8.274516, 20.862851, 13.706677], [5.433658, 22.069349, 3.004070], [11.568739, 15.987513, 6.731250], [3.706963, 16.007831, 6.738819], [4.023210, 22.340799, 3.136009], [3.719123, 22.859823, 4.566954], [11.017174, 13.745660, 5.686360], [7.425285, 19.761080, 13.531874], [11.538003, 14.529107, 6.859248], [8.069082, 18.924148, 12.418488], [12.568160, 14.198845, 6.992729], [5.860106, 22.537015, 2.282256], [10.908659, 12.681107, 5.893805], [3.801334, 23.052774, 2.341050], [3.788378, 21.902338, 6.293207], [5.301350, 16.404183, 0.590384], [10.529532, 17.630565, 0.704732], [6.389723, 20.002517, 13.292258], [11.592909, 18.384545, 1.474560], [11.308492, 22.971721, 5.959351], [7.392445, 19.176956, 14.451561], [11.027399, 14.366615, 7.808450], [12.119632, 16.382207, 7.411201], [2.658352, 23.036483, 4.744849], [7.683566, 21.497474, 14.118545], [4.174322, 16.776352, 1.530172], [3.484079, 21.416672, 2.927591], [10.612715, 23.238593, 4.641561], [3.288155, 15.361767, 6.170122], [8.229928, 20.503244, 11.420628], [7.510282, 18.024290, 12.161418], [3.436793, 15.760176, 7.623072], [11.844191, 13.754202, 4.976385], [9.295218, 13.484197, 4.756762], [4.190473, 23.839931, 4.639857], [9.133848, 18.763718, 12.587702]],
  "forces_ev_per_a": [[0.0950, -0.0152, -0.2223], [-0.3920, 0.0559, 0.4119], [0.2939, 0.1850, 0.4551], [-0.2061, 0.9659, -0.6190], [0.2710, 0.5948, 0.1030], [0.4646, -1.3250, 0.6530], [-0.2877, -0.4394, -0.0326], [-0.6580, 0.8004, -0.0802], [0.3459, -0.6910, 0.7091], [-0.7352, -0.4861, -1.3028], [0.4312, 0.3128, -0.1999], [0.4434, 0.1007, 0.0551], [0.4496, 1.1539, -1.4199], [-0.0318, 0.0518, -0.4917], [0.6660, -2.0375, -0.2933], [0.4182, 0.9124, 1.6994], [-0.6598, -0.0938, -0.4090], [0.0447, -0.2031, 0.0507], [-0.4913, 0.2205, -0.0335], [0.1492, 0.0642, 0.7741], [-0.6295, 0.2154, 0.4049], [-0.2198, 0.2401, -0.1345], [0.0985, -0.1168, -0.2743], [-0.0535, -0.1354, -0.2590], [0.0089, 0.3229, -0.3077], [0.2926, 0.1115, 0.0118], [0.1911, 0.0983, 0.2208], [0.0155, -0.2376, 0.1220], [-0.3233, -0.5243, -0.1514], [0.1584, -0.4154, 0.1166], [-0.1214, -0.4110, -0.1678], [0.5269, 0.6643, 0.2021], [-0.2999, -0.0033, -0.0130], [-0.0409, -0.0797, 0.0717], [-0.0082, 0.2172, -0.1941], [-0.1730, -0.1873, -0.1632], [0.1657, 0.4710, -0.3241], [0.2420, -0.3972, 0.8905], [-0.0993, -0.0404, 0.2981], [-0.4102, 0.4334, -0.8444], [0.1505, -0.1124, -0.0024], [0.0315, 0.2348, -0.0306], [-0.1134, -0.4753, 0.7208]]
}

***

Record 2
{
  "formula": "C6H26O8",
  "method": "ωB97M-V/def2-TZVPD",
  "s_squared": 0.76,
  "orbital_gap_ev": [8.4, 4.4],
  "multiplicity": 2,
  "e_tot_ha": -845.66912,
  "charge": 1,
  "symbols": ["O", "O", "O", "O", "O", "O", "O", "O", "C", "C", "C", "C", "C", "C", "H", "H", "H", "H", "H", "H", "H", "H", "H", "H", "H", "H", "H", "H", "H", "H", "H", "H", "H", "H", "H", "H", "H", "H", "H", "H"],
  "positions_angstrom": [[1.585732, 2.825446, 1.294333], [0.981434, 2.833024, -1.958028], [-1.457993, 1.090109, -1.459594], [0.382720, 0.152795, -0.081365], [3.391115, 1.641177, -0.284564], [-3.750197, -0.608595, -1.698713], [-1.333410, 3.627719, -0.415395], [-0.425603, -0.282410, -3.995518], [-0.707962, -2.531319, 2.865779], [-0.238756, -2.953229, 1.503628], [1.158836, -3.280118, 1.408035], [2.270601, -2.571922, 1.576800], [-1.087680, -2.845169, 0.460029], [-0.791106, -0.991051, 2.864128], [0.227380, -0.510028, 2.705721], [-0.731279, -3.042656, -0.506728], [1.265614, -4.381651, 1.115501], [3.250122, -3.158486, 1.657706], [3.999228, 1.205212, 0.303039], [-0.897676, -0.773264, 3.936474], [-1.055379, 0.233903, -1.461419], [-0.040027, -1.014501, -4.523957], [-1.729892, -2.826735, 3.180121], [0.697949, 2.500050, -1.099329], [1.172747, 2.150262, 1.814391], [1.589412, 3.514068, -1.714518], [-3.729022, 0.214305, -2.266445], [-2.825726, -0.532587, -1.432965], [1.151550, 3.413366, 0.686145], [-0.066892, -2.872583, 3.677336], [-2.159413, -2.422441, 0.563562], [-2.283467, 3.450827, -0.340780], [0.338179, -0.099060, -3.441469], [2.414522, -1.519061, 1.690043], [-1.636494, -0.530230, 2.197064], [0.117095, -0.520679, 0.561713], [-1.164264, 4.212809, -1.131453], [1.325769, -0.038136, -0.218724], [-0.862638, 1.838103, -1.407633], [2.730491, 2.086914, 0.307240]],
  "forces_ev_per_a": [[2.4299, 0.3322, 0.1858], [-0.6721, -0.5653, 0.0523], [-2.2814, 0.3716, -0.3756], [0.9673, -0.9836, 0.6456], [-0.9444, -0.0260, -0.0405], [0.5265, 1.4041, -0.8794], [-0.0652, -0.8536, 1.3672], [0.7750, -1.2118, -0.3193], [-0.7259, -0.2204, 0.1286], [0.5978, 0.8238, 3.5561], [0.0258, -1.6204, -1.0021], [2.1101, -1.7624, 0.6546], [-3.2175, 0.8817, -1.0609], [0.5870, 1.6163, -0.0670], [-1.2302, -0.5287, -0.4742], [0.1613, -0.4686, -1.3736], [0.0172, 1.2947, 0.2287], [-1.5061, 0.9251, -0.4795], [0.5292, -0.0628, 0.3078], [-0.7376, 0.3034, -0.3704], [1.1399, 0.2287, -0.2300], [-0.7311, 0.5559, 0.0535], [0.3770, -0.3493, -0.7978], [0.1183, -0.1889, -0.0004], [-1.4363, 0.1946, -0.3034], [0.9113, 0.7520, -0.1320], [-0.5410, -1.2498, 0.6819], [-0.1886, -0.2131, 0.2297], [-1.4907, -0.1607, 0.4072], [0.2768, 0.0376, -0.3197], [1.9106, -0.7752, -0.0839], [0.4019, 0.2389, -0.2914], [0.0149, 0.6418, 0.2568], [-0.5140, 0.5725, 0.0966], [1.7105, -0.8535, 1.3794], [-0.0453, 0.4247, -0.0664], [-0.1845, 0.7744, -1.0261], [0.0481, 0.3652, -0.1944], [0.1602, -0.3707, -0.0269], [0.7151, -0.2746, -0.3169]]
}

***

Record 3
{
  "formula": "C6H27BF2O10S",
  "method": "ωB97M-V/def2-TZVPD",
  "de_lowest_kj_mol": 433.4,
  "orbital_gap_ev": 9.0,
  "e_tot_ha": -1619.78068,
  "charge": 0,
  "symbols": ["S", "F", "F", "O", "O", "O", "O", "O", "O", "O", "O", "O", "O", "C", "C", "C", "C", "C", "C", "B", "H", "H", "H", "H", "H", "H", "H", "H", "H", "H", "H", "H", "H", "H", "H", "H", "H", "H", "H", "H", "H", "H", "H", "H", "H", "H", "H"],
  "positions_angstrom": [[-2.257646, 0.539360, -0.525671], [-2.629491, 1.561046, 0.802943], [1.323035, 1.492127, 0.883692], [-3.516719, -0.307220, -0.833154], [-1.785355, 1.337688, -1.776292], [4.564084, 4.176782, 0.111797], [-0.129213, -2.014901, 3.920015], [-1.338849, 1.455152, -4.867578], [-1.068638, 4.126567, -5.074892], [1.681232, 1.556565, 4.306125], [-3.493799, 2.433861, 3.502884], [-0.715411, -3.074871, -0.904982], [4.431170, 1.270281, -0.272485], [-2.305386, -5.066825, -0.867913], [-1.901131, -3.622470, -1.598693], [1.379414, 0.069041, 1.387688], [2.480362, -0.757512, 0.490063], [-0.139207, -0.581190, 1.363560], [-0.414370, -1.702185, -1.341384], [-0.819721, -0.663750, -0.131167], [-2.332880, -5.968780, -1.618692], [-1.721753, -3.865874, -2.731198], [-2.861003, -2.953521, -1.520083], [-3.249748, 2.213830, 2.591308], [-0.815654, 0.163684, 2.004608], [1.784352, 0.169735, 2.506577], [2.429000, 2.122816, 4.549416], [4.670514, 3.956187, 1.049324], [-0.332997, 3.606996, -5.432414], [-1.232419, 1.234559, -3.930052], [-1.862841, 2.270217, -4.858171], [-3.771837, 1.586422, 3.881739], [5.178938, 1.836532, -0.029193], [-0.800111, -2.655708, 4.199749], [-0.153104, -1.612433, 1.956900], [1.046108, 2.167770, 3.903646], [0.624982, -2.197296, 4.500419], [-1.472014, -5.296075, -0.047571], [2.297709, -1.929897, 0.600208], [3.588637, -0.469078, 0.815112], [-3.323358, -4.985535, -0.257440], [-1.070767, 4.931355, -5.614613], [-0.958367, -1.371382, -2.331220], [4.040091, 4.991847, 0.121204], [3.796047, 1.881487, -0.674964], [2.406531, -0.474213, -0.652940], [0.751584, -1.581191, -1.556213]],
  "forces_ev_per_a": [[-3.5066, 0.0911, -5.7953], [0.7679, -1.4624, -2.1672], [-0.1419, -2.6658, 0.7735], [4.2984, 3.0041, 1.9896], [-1.3469, -2.1057, 5.2024], [-0.1154, 0.2917, 0.4037], [0.0048, -0.5265, 0.6281], [-0.0227, -0.1392, 0.2597], [0.3132, 0.4965, -0.4792], [0.1278, 0.4657, 0.0396], [0.0154, -0.4394, -0.1014], [-1.3163, 0.9155, -1.5271], [0.3578, 0.3660, -0.0612], [0.6418, 0.2989, 0.9881], [-1.5183, -1.7147, 0.0951], [0.8760, -0.4142, 0.1557], [0.1397, 0.0984, 0.0364], [-0.5695, 1.2534, 0.5310], [0.2461, 1.1190, -1.1154], [1.9254, -0.9904, 1.7291], [-0.0444, 1.9190, 1.4577], [0.0901, 0.8003, 2.0942], [2.1254, -0.8041, -0.0885], [-0.1164, 0.1255, 0.3016], [1.5349, -1.6218, -1.1226], [-1.2177, -0.1966, -2.5747], [-0.2486, -0.2331, -0.0617], [-0.0926, 0.0667, -0.2942], [-0.2324, -0.0495, 0.2076], [-0.1289, 0.0986, -0.2420], [0.1507, -0.1669, 0.0310], [0.0826, 0.3429, -0.1127], [-0.3244, -0.1350, -0.2848], [0.1683, 0.2046, -0.0849], [0.2870, 2.2215, -1.5564], [0.1210, -0.2281, 0.0731], [-0.1852, 0.1440, -0.1817], [-1.7084, 0.4512, -1.8734], [0.3172, 2.5741, -0.1345], [-2.7109, -0.7288, -0.6512], [2.1450, -0.1580, -1.5675], [-0.1054, -0.2276, 0.2485], [0.9712, -1.0443, 1.7405], [0.1770, -0.2763, -0.0854], [0.2112, -0.0678, 0.2515], [0.0164, -0.5339, 2.3600], [-2.4597, -0.4185, 0.5653]]
}